Entry 1:
Computed, not measured: 3 unconnected molecules or ions with the total composition C3H4INO2 in a non-equilibrium geometry, with wB97M-V/def2-TZVPD.

Results
- ΔE to the lowest compared entry with this formula, charge and spin (kcal/mol) = 23.1
- electronic energy (eV) = -16860.4319

```
11
Properties=species:S:1:pos:R:3:forces:R:3
C -2.331358 1.548691 1.270784 0.05 0.13 -0.24
C -4.829714 -0.419984 -0.980689 0.42 1.14 -1.28
C 0.183695 -0.156650 -0.262872 -0.03 -0.59 -2.37
N -2.350705 1.398824 2.423164 -0.66 -0.71 1.97
O -5.048476 0.339096 -1.804583 -0.98 1.46 -1.53
O -4.485090 -1.156167 -0.199740 0.47 -2.58 2.84
I -1.103036 -1.873752 -0.373661 0.05 0.37 0.43
H 0.157215 0.179837 -1.319744 -0.56 0.64 0.93
H 0.018602 0.579003 0.502518 -0.38 -0.02 0.09
H 1.151042 -0.583908 -0.284666 1.08 -0.41 0.88
H -2.586458 1.107785 3.396379 0.54 0.59 -1.73
```
Positions in Å, forces in eV/Å.



Entry 2:
Computed, not measured: a molecular structure, C48H46KN4O2PS2, with wB97M-V/def2-TZVPD.

Results
- ΔE to the lowest compared entry with this formula, charge and spin (kcal/mol) = 0.0
- total charge = -2
- electronic energy (eV) = -107865.8703

```
104
Properties=species:S:1:pos:R:3:forces:R:3
K 1.316112 -0.630996 0.471648 -0.18 -0.55 -0.19
C 2.565154 -3.638474 3.044215 -0.03 -0.05 0.01
C 3.340744 -2.601183 2.278465 -0.03 0.01 -0.08
C 3.620290 -2.779439 0.927119 0.04 -0.04 0.01
C 4.319525 -1.813459 0.201458 -0.01 0.03 0.08
C 4.611343 -2.013068 -1.259449 0.11 0.00 -0.06
C 4.716147 -0.647735 0.847695 -0.04 -0.02 -0.07
C 4.440780 -0.439143 2.196562 -0.01 0.02 0.01
C 4.842027 0.852939 2.852020 -0.01 0.02 0.04
C 3.761414 -1.426709 2.899337 -0.04 0.00 0.01
H 2.051735 -4.317352 2.362854 0.01 0.00 0.00
H 1.809813 -3.173370 3.678883 0.01 0.00 -0.01
H 3.228203 -4.234039 3.679434 0.00 0.01 0.00
H 3.237156 -3.653821 0.409974 0.04 0.00 -0.01
H 5.617189 -2.423571 -1.395462 -0.01 0.02 0.00
H 4.571375 -1.065435 -1.800276 -0.01 -0.02 0.00
H 3.905307 -2.707731 -1.711795 -0.01 -0.01 0.00
H 5.178776 0.149846 0.275557 0.00 0.00 0.04
H 5.887572 0.817616 3.175681 -0.01 0.00 -0.01
H 4.224563 1.050553 3.730477 0.01 0.00 -0.01
H 4.724279 1.675078 2.144741 0.00 -0.01 0.01
H 3.504852 -1.255168 3.941349 0.01 -0.01 -0.01
O 4.029545 2.598896 0.110770 -0.05 -0.04 0.12
C 2.799895 2.536020 0.246350 -0.28 0.37 -0.34
O 2.108508 1.664554 0.833349 0.32 0.17 0.28
C 1.948897 3.651375 -0.384354 0.03 -0.04 0.02
C 2.607798 4.689975 -1.029985 0.09 -0.03 -0.03
C 1.913656 5.734517 -1.615282 0.00 0.03 -0.02
C 0.528808 5.740647 -1.554620 -0.04 -0.07 0.04
C -0.141853 4.707726 -0.912015 0.16 0.01 -0.05
C 0.545586 3.644128 -0.317265 -0.11 0.09 0.05
P -0.374291 2.252848 0.507737 0.42 -0.05 -0.34
C -2.106856 2.778140 0.155887 -0.17 0.21 0.20
C -2.856708 3.677612 0.916823 -0.03 0.05 -0.13
C -4.154407 4.005616 0.553225 0.02 0.03 0.05
C -4.730523 3.440218 -0.577842 -0.03 -0.03 -0.04
C -4.005298 2.529562 -1.331893 -0.04 0.01 0.00
C -2.710549 2.200692 -0.954181 -0.05 -0.04 -0.02
C -0.294340 2.734018 2.266947 0.01 0.02 0.12
C -1.228165 2.162668 3.130310 0.05 -0.02 0.14
C -1.232878 2.485048 4.479327 -0.02 -0.10 -0.03
C -0.288166 3.363852 4.989442 0.01 0.02 0.05
C 0.659222 3.918815 4.140892 0.02 0.02 -0.05
C 0.655155 3.608893 2.787050 -0.09 -0.02 0.09
H 3.688971 4.633459 -1.057926 -0.01 0.01 0.00
H 2.445898 6.533467 -2.119166 0.00 -0.01 0.01
H -0.040714 6.545839 -2.005086 0.01 0.01 0.00
H -1.219082 4.742034 -0.882351 -0.12 -0.02 0.01
H -2.417324 4.125222 1.798852 -0.01 0.03 0.00
H -4.719432 4.705660 1.158557 -0.01 0.00 -0.01
H -5.746585 3.694368 -0.856999 0.00 0.00 0.00
H -4.450289 2.047634 -2.195420 0.01 0.02 0.02
H -2.161774 1.453500 -1.510979 0.03 -0.04 -0.07
H -1.955843 1.449116 2.757215 0.05 0.00 -0.01
H -1.960515 2.013361 5.128450 0.01 0.02 0.02
H -0.280886 3.605023 6.046415 0.00 -0.01 0.00
H 1.413078 4.594537 4.528918 -0.02 0.00 0.01
H 1.399546 4.048495 2.138031 0.01 0.00 -0.02
C -3.686436 -1.748625 -3.604263 -0.03 -0.03 -0.10
C -2.374473 -2.160347 -3.413533 0.08 0.00 0.09
C -1.744728 -1.939819 -2.193819 -0.13 -0.06 -0.16
C -2.456651 -1.365284 -1.150805 -0.09 0.06 0.01
C -3.776099 -0.953657 -1.329837 0.12 -0.10 -0.14
C -4.378222 -1.135871 -2.566425 -0.02 0.04 0.07
N -1.766806 -1.213015 0.088306 0.06 -0.12 -0.01
N -2.486827 -1.481428 1.057736 0.04 0.09 0.16
C -1.879014 -1.374757 2.362050 -0.10 0.05 -0.39
C -2.857211 -1.418200 3.360965 0.16 0.00 0.24
C -2.472866 -1.299334 4.688900 -0.04 -0.01 -0.14
C -1.113782 -1.168947 4.958037 0.04 0.04 0.05
C -0.184733 -1.155083 3.921156 0.18 0.08 0.02
C -0.490255 -1.247802 2.547470 -0.31 -0.14 0.45
H -4.175847 -1.909143 -4.558106 0.01 0.00 0.00
H -1.829729 -2.672800 -4.199668 -0.03 0.02 -0.01
H -0.715695 -2.257849 -2.041556 -0.02 0.04 0.05
H -4.303156 -0.492339 -0.506569 0.01 0.00 0.04
H -5.400459 -0.808038 -2.718530 -0.01 0.00 0.00
H -3.896795 -1.546560 3.078972 -0.01 0.02 -0.01
H -3.204321 -1.317457 5.489554 0.00 0.00 -0.01
H -0.773563 -1.068568 5.986647 -0.02 -0.02 -0.01
H 0.860830 -1.042806 4.220723 -0.03 0.02 -0.02
C -1.199172 1.124759 -4.459948 -0.04 -0.03 -0.03
N 0.125639 1.299276 -5.010429 -0.18 0.14 0.00
C 1.145189 0.435793 -4.815939 -0.08 -0.04 0.01
N 0.856828 -0.698181 -4.178669 0.04 -0.20 -0.03
S 2.678473 0.810712 -5.377506 0.33 0.05 -0.12
H -1.794468 2.008185 -4.679552 0.02 0.01 0.01
H -1.172933 0.986266 -3.379147 -0.01 0.01 0.12
H -1.703710 0.256504 -4.892300 0.02 0.03 -0.02
H 0.416614 2.202357 -5.341185 -0.03 -0.04 -0.01
H -0.068128 -0.940928 -3.858354 0.06 0.09 0.05
H 1.572691 -1.393681 -4.016093 -0.08 0.01 0.03
S 1.473906 -3.445732 -2.321854 0.25 0.14 -0.01
C 0.248485 -4.675663 -2.226230 -0.05 0.03 0.05
C -0.516983 -4.842789 -1.058690 -0.03 -0.08 -0.05
C -1.518654 -5.796531 -0.984391 0.00 0.01 0.01
C -1.794211 -6.624153 -2.067526 -0.06 -0.05 0.03
C -1.043292 -6.477385 -3.228017 0.00 -0.01 -0.02
C -0.042365 -5.522584 -3.308136 -0.05 -0.03 0.03
H -0.316589 -4.199281 -0.209088 0.00 0.01 -0.02
H -2.094131 -5.882906 -0.068912 -0.01 -0.02 -0.02
H -2.582976 -7.365636 -2.009978 0.01 0.01 0.00
H -1.240100 -7.112317 -4.086572 -0.02 0.00 0.01
H 0.534282 -5.411227 -4.218560 0.01 0.02 0.00
```
Positions in Å, forces in eV/Å.



Entry 3:
Computed, not measured: a molecular structure, C48H37GeIN2O3PS5W in a non-equilibrium geometry, with wB97M-V/def2-TZVPD.

Results
- ΔE to the lowest compared entry with this formula, charge and spin (kcal/mol) = 14.7
- total charge = -1
- electronic energy (eV) = -189410.3704

```
99
Properties=species:S:1:pos:R:3:forces:R:3
W 0.618745 0.351315 -0.044004 -0.26 -2.83 0.32
N 0.959053 -1.764419 -0.731858 0.05 -0.38 -0.14
C 0.077163 -2.821110 -0.237432 0.05 -0.12 0.14
C -1.280772 -2.232796 -0.008637 -0.18 0.10 0.16
O -2.313736 -2.906822 -0.066560 0.12 -0.02 0.11
N -1.192129 -0.935781 0.305130 -0.38 0.12 -0.38
C -2.445925 -0.332135 0.711836 -0.02 -0.04 0.13
C -2.349233 1.099409 0.334787 0.20 0.19 0.13
O -3.240581 1.807824 -0.059834 -0.13 -0.06 0.03
O -0.360266 1.887930 -0.730916 -0.25 0.25 -0.08
H 0.957037 -1.757043 -1.743303 0.14 -0.09 -0.04
H 1.910985 -1.952703 -0.410043 0.11 -0.03 -0.20
H 0.461144 -3.141920 0.735458 -0.04 -0.04 0.00
H 0.027453 -3.684217 -0.899558 0.05 0.06 -0.11
H -2.556090 -0.372081 1.807952 0.01 0.01 0.00
H -3.314220 -0.819862 0.275742 0.01 -0.03 -0.03
I 2.218405 2.449382 0.838423 0.10 0.54 0.10
C 1.890810 0.635927 -1.936026 0.24 0.70 -0.08
C 3.251839 0.792612 -1.772763 0.06 -0.04 -0.27
C 4.143456 1.241696 -2.775850 0.00 -0.05 0.09
C 3.684081 1.578230 -4.004699 -0.04 0.01 -0.03
C 2.312286 1.392675 -4.292814 0.02 0.02 -0.05
C 1.838227 1.654694 -5.598135 0.00 -0.01 0.01
C 0.541190 1.411742 -5.951000 0.01 0.00 0.01
C -0.326896 0.864502 -4.994367 -0.02 0.02 -0.04
C 0.098944 0.630687 -3.711190 0.03 0.11 0.03
P -0.910175 -0.274585 -2.528484 0.14 0.44 -0.23
C -2.564553 0.461664 -2.739088 -0.07 -0.11 0.20
C -3.733839 -0.218351 -2.396221 0.00 -0.02 0.00
C -4.966862 0.411163 -2.471156 0.03 0.00 -0.01
C -5.047297 1.743899 -2.842391 0.02 0.01 -0.01
C -3.885991 2.447365 -3.125790 -0.01 -0.02 -0.01
C -2.655526 1.814012 -3.074240 0.01 0.00 -0.06
C -0.879731 -1.934224 -3.343878 -0.01 0.00 0.05
C -1.899257 -2.882088 -3.279694 -0.01 -0.05 0.04
C -1.726249 -4.154042 -3.808505 -0.02 0.02 0.02
C -0.523934 -4.518550 -4.392390 0.01 0.01 -0.02
C 0.504672 -3.589691 -4.461179 -0.01 -0.02 0.04
C 0.326562 -2.314011 -3.948966 0.01 0.06 -0.09
C 1.425814 0.906138 -3.285442 0.05 -0.08 0.07
H 3.710081 0.637203 -0.812974 0.02 0.06 0.04
H 5.190692 1.360342 -2.523576 -0.01 -0.02 0.00
H 4.338413 1.972802 -4.773894 0.00 -0.02 0.00
H 2.545620 2.033838 -6.327924 -0.02 0.01 0.01
H 0.194585 1.604302 -6.958573 -0.01 0.00 0.01
H -1.342670 0.611757 -5.275825 0.00 -0.01 0.01
H -3.692400 -1.226871 -2.010228 -0.01 0.01 -0.01
H -5.862039 -0.136980 -2.205279 0.01 0.01 0.01
H -6.008358 2.241743 -2.879877 0.01 -0.01 0.00
H -3.931452 3.501716 -3.368825 0.00 -0.01 0.00
H -1.757400 2.379941 -3.279302 0.00 0.00 0.01
H -2.838015 -2.656498 -2.804366 0.02 -0.02 0.04
H -2.538187 -4.866740 -3.739140 0.01 0.00 -0.01
H -0.389130 -5.516002 -4.791671 0.00 0.01 0.01
H 1.452039 -3.852745 -4.914436 -0.01 0.00 -0.02
H 1.134664 -1.596976 -4.049434 -0.01 -0.03 0.04
S 3.823873 -2.741852 6.276111 -0.03 0.04 -0.10
C 3.202583 -2.065816 4.900842 0.05 -0.07 0.14
S 1.630879 -1.366559 4.809594 -0.08 0.04 0.05
C 1.680403 -0.901223 3.128477 0.01 0.09 0.09
C 2.809719 -1.185556 2.473111 0.03 -0.01 0.00
S 3.054742 -0.761570 0.811812 0.01 0.13 -0.05
S 4.049115 -1.986113 3.404692 0.11 0.00 -0.09
S 0.314521 -0.115482 2.421504 -0.19 0.25 0.34
C -0.943974 1.646749 0.512226 0.13 0.94 -0.47
Ge -1.139046 3.193162 1.809776 -0.07 -0.21 0.08
C 0.195938 3.799465 3.104256 0.15 0.15 0.14
C 0.765676 2.993339 4.093002 -0.03 0.03 0.01
C 1.672955 3.509786 5.005166 -0.01 0.00 -0.01
C 2.034298 4.849823 4.952585 -0.02 -0.01 0.00
C 1.476316 5.666033 3.981290 0.00 -0.03 -0.01
C 0.565669 5.144151 3.069445 0.00 0.01 0.01
C -2.724874 2.785164 2.920181 -0.08 -0.03 0.06
C -4.026030 2.995050 2.452435 0.02 0.07 0.06
C -5.129048 2.732142 3.253279 0.03 0.00 0.01
C -4.955595 2.252125 4.544769 0.00 0.00 -0.01
C -3.673734 2.049790 5.032064 0.02 0.00 -0.02
C -2.572747 2.319327 4.227260 -0.03 -0.05 -0.03
C -1.653427 4.726679 0.713181 -0.09 0.12 -0.14
C -2.373553 5.765198 1.307091 -0.01 0.02 -0.03
C -2.794608 6.862338 0.566314 0.01 -0.02 0.01
C -2.502999 6.936167 -0.788825 -0.01 -0.01 0.00
C -1.787553 5.912289 -1.393695 0.00 -0.01 0.03
C -1.365788 4.816784 -0.649739 0.03 0.05 0.05
H 0.532136 1.937827 4.128323 0.03 -0.01 -0.02
H 2.112148 2.854648 5.748101 -0.01 0.01 0.00
H 2.749206 5.251310 5.660953 0.00 -0.01 -0.01
H 1.755962 6.711496 3.922268 -0.01 -0.01 0.00
H 0.160729 5.801205 2.308994 -0.01 -0.02 -0.01
H -4.181748 3.370134 1.449071 0.01 -0.02 0.00
H -6.126422 2.899925 2.864243 0.00 0.00 0.01
H -5.815743 2.038991 5.168042 0.00 0.01 0.00
H -3.524672 1.684228 6.040949 0.00 -0.01 -0.01
H -1.583195 2.163074 4.636930 -0.01 0.00 -0.02
H -2.620225 5.717190 2.363305 0.01 -0.01 -0.01
H -3.351202 7.658134 1.047073 0.00 -0.01 0.00
H -2.834871 7.787626 -1.371208 0.01 0.00 0.01
H -1.553171 5.965158 -2.450759 0.00 0.00 0.01
H -0.806495 4.028398 -1.134679 -0.01 -0.01 0.01
```
Positions in Å, forces in eV/Å.



Q: Among the records above, which one has the highest ΔE to the lowest compared entry with this formula, charge and spin?
A: C3H4INO2



Q: Look up the ΔE to the lowest compared entry with this formula, charge and spin of the second one.
A: 0.0 kcal/mol